Entry 1:
Density functional theory data (ωB97M-V/def2-TZVPD) for a 8-piece molecular cluster, C4H27N3O8 overall.

Geometry as XYZ:
```
42
Properties=species:S:1:pos:R:3:forces:R:3:nbo_charge:R:1
N -0.8227 2.4292 2.5796 -1.2090 -0.6834 0.3861 -0.89
C 0.2935 1.4377 2.8102 1.8858 4.4120 2.7186 -0.05
N 1.4810 1.6669 1.9257 -1.8021 -1.9226 -1.1785 -0.67
C 1.0276 1.2584 0.5675 -0.6090 0.0337 -0.5824 -0.04
C 1.1117 2.4974 -0.4799 -1.1247 0.4624 2.2161 -0.23
N -0.1593 2.8302 -1.1683 0.4693 -4.5103 -0.0622 -0.88
C 1.6308 -0.1383 0.1713 0.6823 1.4132 -1.3133 -0.07
O 1.1665 -1.1449 1.0074 -1.5296 -1.6360 0.5262 -0.75
H -1.0028 3.0065 3.4116 0.4725 -0.3400 -0.5243 0.36
H -1.7801 2.0026 2.3961 1.8748 0.2575 0.2045 0.37
H -0.0860 0.4777 2.7599 -0.2530 -1.9911 -0.8070 0.20
H 0.6875 1.5353 3.9111 -0.7708 0.0213 -1.8534 0.17
H 2.0090 2.5405 1.8324 -1.1211 -0.2193 0.9849 0.38
H -0.0388 0.8560 0.6089 0.8060 1.3993 0.1432 0.14
H 1.9089 2.3835 -1.1317 1.3933 -0.9053 -1.7947 0.18
H 1.4131 3.4618 0.0024 -0.1817 -0.9877 0.5660 0.18
H -0.8656 2.1083 -0.8274 0.6013 2.4897 -0.6224 0.39
H -0.3214 3.7961 -1.1580 -1.1123 0.9744 0.3806 0.38
H 1.2149 -0.3877 -0.8588 1.4597 0.5701 0.6909 0.18
H 2.7450 -0.0534 0.3687 -1.0104 -0.3382 -1.0517 0.18
H 0.5738 -1.7828 0.5161 1.1413 1.2007 0.5936 0.49
O 2.8957 -1.2752 -3.3022 -3.3624 -0.0492 -1.9425 -0.94
H 3.5016 -1.4304 -2.6408 2.1379 -0.5633 2.3414 0.46
H 2.0756 -1.7395 -2.9871 1.2961 0.6322 -0.3551 0.48
O -0.2173 0.6088 -3.4876 0.4319 3.9254 2.1020 -1.01
H 0.4608 0.8854 -4.1163 0.0660 -0.6446 -0.3387 0.48
H -0.1666 1.5461 -2.9018 -0.6114 -3.2824 -1.4115 0.50
O -2.6246 0.3566 0.2494 -4.2174 0.1531 0.2312 -0.95
H -1.7536 0.5316 0.4055 3.5615 0.1781 0.2959 0.46
H -2.7780 -0.2769 -0.4413 0.5988 -0.4102 -0.5755 0.49
O -1.8956 -1.1747 3.7861 1.7922 0.4162 0.5884 -0.94
H -2.2031 -2.0605 3.6161 -0.0686 -0.4390 0.0014 0.46
H -0.9484 -1.2695 4.0963 -1.6804 0.0312 -0.5588 0.48
O 1.0124 -3.1536 -1.5743 0.2662 2.4532 -3.5746 -0.96
H 0.2548 -2.8377 -2.1472 1.2150 -0.4248 0.9407 0.47
H 0.5677 -3.6324 -0.9409 -1.5007 -1.8597 2.5160 0.49
O -1.9746 -1.5711 -2.1321 -1.7363 -2.3335 0.6861 -0.96
H -1.5621 -1.0767 -2.7830 2.2174 2.7731 -1.6206 0.49
H -2.4630 -2.1112 -2.7813 -0.3855 -0.3150 0.9135 0.47
O -1.0691 -3.8578 0.1122 0.1107 -0.1443 4.2916 -0.94
H -1.4746 -3.6846 1.0414 1.7884 -0.7250 -1.7588 0.48
H -1.8247 -3.5577 -0.3159 -1.9819 0.9281 -2.3931 0.47
```
Forces are in eV/Å.

E_tot = -934.658436 Ha
SMILES = NCN[C@@H](CN)CO.O.O.O.O.O.O.O
Energy above the lowest of the compared OMol25 structures with the same formula, charge and spin = 459.7 kJ/mol
HOMO energy = -8.554 eV
Orbital gap = 0.3110 Ha

Entry 2:
Density functional theory data (ωB97M-V/def2-TZVPD) for a 5-piece molecular cluster, C32H69F5I2NO9P2 overall.

Geometry as XYZ:
```
120
Properties=species:S:1:pos:R:3:forces:R:3:mulliken_charge:R:1
C -1.5151 -2.3118 -4.3459 0.5518 0.7531 0.1510 0.11
C -0.4556 -1.6350 -5.2065 -0.2854 -0.4935 0.3016 0.56
O 0.7013 -1.9225 -5.1100 0.3603 0.0478 -0.1396 -0.57
O -0.8848 -0.7214 -6.1232 -0.0560 -0.1117 0.2634 -0.39
C -1.0589 0.5954 -5.5617 -0.3508 0.5734 -0.0836 -0.97
C -2.5022 0.9633 -5.2363 0.1386 0.5065 -0.6673 1.75
C -2.5593 2.4501 -4.7751 -0.0284 -1.0598 -0.0599 -1.61
P -3.2944 2.7978 -3.0234 -0.9262 1.7916 -0.7375 1.20
C -4.0572 3.3954 -1.3277 -0.2313 -0.1264 -0.1818 -1.16
N -3.4838 4.5995 -0.7094 0.3734 -0.6177 0.1431 -0.34
C -4.9389 1.9619 -3.5007 0.0565 -0.0895 0.8546 -1.76
C -5.4473 0.9101 -2.4986 -0.6000 -0.4305 -0.5598 -0.57
C -5.1430 -0.5313 -2.9321 -0.3536 0.2755 0.2798 0.88
C -5.5924 -1.5485 -1.8993 0.1777 0.4456 -0.6907 0.92
F -4.9965 -2.7371 -2.1476 0.1235 -0.5207 -0.1546 -0.37
F -5.2285 -1.2094 -0.6517 0.1615 0.2189 0.5124 -0.33
C -7.1435 -1.8038 -1.8745 0.4445 -0.5538 0.4472 0.70
F -7.8124 -1.0986 -2.7656 -0.2808 0.4847 -0.6491 -0.30
F -7.3967 -3.0902 -2.1118 -0.1526 -0.5124 -0.2503 -0.30
F -7.6606 -1.5354 -0.6823 -0.0681 0.3795 0.5119 -0.30
O -2.6619 1.3691 -2.2971 0.4777 -0.0482 0.1573 0.10
C -1.4792 1.5390 -1.5427 -0.1017 -0.3746 -1.1459 -0.22
C -0.7266 0.2206 -1.7384 0.5859 -0.0718 1.1155 -0.17
C 0.5878 0.1180 -0.9373 0.1256 -0.5380 -1.0330 -0.81
C 1.8307 0.4923 -1.7565 0.0214 -0.4531 0.5061 -0.65
I 0.8512 -1.9979 -0.3968 -0.0450 0.1936 0.0887 -0.09
C -0.8020 2.8091 -2.1245 -0.0367 0.1978 -0.2286 0.25
P 0.1022 4.0172 -1.0102 0.2161 0.9498 -0.5430 0.03
O 1.6395 3.9987 -1.6794 -0.8587 -0.2445 0.1889 -0.51
I 0.3670 2.9452 1.2286 0.1232 -0.0314 0.4486 -0.18
O -1.7629 3.6600 -2.6513 -0.1450 -0.4818 0.5361 -0.59
H -0.9911 -2.7560 -3.5020 -0.0776 -0.3073 -0.1169 0.25
H -2.1878 -1.5590 -3.9324 -0.1883 -0.1345 -0.2505 -0.55
H -2.0548 -3.0489 -4.9351 -0.1253 0.0145 0.0359 0.31
H -0.7159 1.2961 -6.3254 0.0472 -0.1343 -0.0730 0.43
H -0.3900 0.7528 -4.7097 -0.0458 -0.2254 0.0592 0.23
H -3.0463 0.8746 -6.1848 -0.0501 -0.1799 0.0816 0.43
H -2.9828 0.2741 -4.5432 0.2404 0.1282 0.1371 -1.34
H -3.1877 3.0010 -5.4805 -0.0923 0.0348 0.1611 0.41
H -1.5592 2.8742 -4.9006 0.0354 0.1326 0.2385 0.65
H -3.8059 4.0473 -3.5959 0.3056 0.0483 0.2048 -0.25
H -5.1323 3.5570 -1.5269 0.1005 -0.1779 -0.0444 0.30
H -3.9998 2.5896 -0.5859 0.0841 0.1048 -0.0138 0.45
H -3.7079 4.5915 0.2754 -0.1165 0.3600 0.0057 0.20
H -3.8227 5.4445 -1.1403 -0.0093 0.0948 -0.0226 0.24
H -4.9216 1.5808 -4.5253 0.0118 -0.1575 0.1090 0.43
H -5.6624 2.7790 -3.4942 0.0858 0.0719 -0.0966 0.65
H -5.0715 1.0500 -1.4884 0.1986 0.1668 -0.1451 0.28
H -6.5387 1.0090 -2.4322 0.0398 -0.0573 0.0981 0.74
H -4.0760 -0.6567 -3.1169 -0.0257 -0.0959 0.2686 -1.63
H -5.6797 -0.7741 -3.8522 0.1406 0.0582 -0.1022 0.44
H -1.6879 1.6470 -0.4725 -0.1629 0.2130 -0.0249 0.45
H -1.3950 -0.5661 -1.3878 -0.1938 0.1474 -0.0510 0.80
H -0.5107 -0.0029 -2.7814 -0.0888 0.2443 -0.1173 -0.58
H 0.5497 0.6364 0.0140 -0.0139 -0.2498 -0.0602 0.21
H 2.7074 0.0334 -1.2997 0.1156 0.3625 0.0460 0.44
H 1.9873 1.5735 -1.7737 -0.0540 -0.1458 -0.0211 -0.11
H 1.7686 0.0768 -2.7639 -0.1564 0.1732 -0.0681 0.23
H -0.1370 2.5577 -2.9804 0.3413 -0.4355 0.4107 0.13
H 1.6478 3.3223 -2.3684 0.3166 -0.0116 -0.0291 0.43
C 6.1797 -0.8963 1.5929 -0.0195 -0.0189 0.0909 -0.86
C 5.7495 0.0930 0.5240 0.0446 0.0233 0.0506 -0.41
O 4.3592 0.3486 0.4996 -0.0459 -0.0526 -0.1714 -0.22
C 3.7954 0.8950 1.6802 -0.0506 0.0579 0.1296 0.26
C 4.3834 2.2365 2.0825 0.1019 -0.0086 -0.1180 -0.98
H 5.6500 -1.8426 1.4715 0.0043 -0.0020 -0.0295 0.28
H 7.2525 -1.0859 1.5216 -0.0055 -0.0273 -0.0261 0.28
H 5.9720 -0.5275 2.5987 0.0433 0.0499 -0.0068 0.19
H 5.9874 -0.3141 -0.4599 -0.0827 0.0101 -0.0359 0.34
H 6.3085 1.0315 0.6169 0.0206 -0.0008 0.0711 0.32
H 3.8656 0.1750 2.5037 0.0697 0.0101 0.0341 0.18
H 2.7324 1.0200 1.4672 0.0732 -0.0644 -0.0954 -0.23
H 5.4465 2.1639 2.3199 -0.0358 -0.0196 0.1105 0.29
H 3.8740 2.6247 2.9654 0.0205 -0.0179 -0.0333 0.27
H 4.2723 2.9576 1.2710 -0.0751 -0.0009 -0.0139 0.27
C 5.9696 2.3236 7.6635 -0.0763 -0.0706 0.0207 -1.04
C 5.7301 3.1869 6.4365 0.0181 0.0497 0.0521 -0.40
O 4.8075 2.6366 5.5174 0.0407 -0.0559 -0.1407 -0.30
C 3.4983 2.4062 6.0074 -0.1119 -0.0159 0.0823 -0.37
C 2.7949 3.6587 6.5011 0.1157 0.0982 0.0272 -1.12
H 6.3143 1.3310 7.3698 0.0199 0.0119 -0.0092 0.29
H 6.7263 2.7810 8.3026 0.0147 0.0039 -0.0214 0.39
H 5.0642 2.1975 8.2588 0.0133 0.0579 0.0296 0.26
H 6.6634 3.2935 5.8827 -0.0381 -0.0228 -0.0776 0.33
H 5.4228 4.1979 6.7274 -0.0200 -0.0127 0.0653 0.31
H 3.5136 1.6346 6.7858 -0.0058 0.0409 0.0463 0.34
H 2.9377 1.9896 5.1704 0.1013 -0.0155 -0.0721 0.36
H 3.3092 4.1105 7.3512 -0.0387 -0.0466 0.0458 0.29
H 1.7784 3.4210 6.8158 -0.0045 -0.0208 -0.0367 0.39
H 2.7492 4.4055 5.7073 -0.0363 -0.0197 -0.0207 0.30
C 9.8502 -4.1716 -0.8617 0.0014 -0.0807 0.0943 -1.10
C 10.0140 -2.7700 -0.3003 0.0321 -0.0151 -0.0867 -0.29
O 9.6893 -2.6591 1.0736 -0.1173 0.1335 0.0670 -0.35
C 10.4519 -3.4504 1.9640 0.0487 -0.0806 0.0311 -0.36
C 11.9415 -3.1528 1.9355 0.0260 0.0604 -0.1057 -1.06
H 8.8294 -4.5253 -0.7112 -0.0083 0.0223 -0.0223 0.30
H 10.0660 -4.1747 -1.9307 -0.0180 0.0227 -0.0037 0.39
H 10.5231 -4.8858 -0.3848 0.0492 0.0176 -0.0461 0.26
H 9.3315 -2.0937 -0.8153 -0.0327 0.0318 0.0841 0.34
H 11.0263 -2.3926 -0.4851 0.0309 -0.0558 -0.0033 0.29
H 10.2661 -4.5153 1.7839 0.0551 -0.0143 -0.0316 0.31
H 10.0600 -3.2306 2.9574 -0.0742 0.0487 -0.0392 0.33
H 12.3844 -3.3699 0.9625 0.0076 -0.0657 0.0200 0.27
H 12.4603 -3.7593 2.6790 -0.0205 0.0059 0.0201 0.38
H 12.1237 -2.0996 2.1546 -0.0068 -0.0075 0.0274 0.30
C -10.2032 -2.7516 0.3571 -0.0691 -0.1645 0.0706 -0.81
C -11.2280 -2.8176 1.4752 0.0422 0.0945 -0.0553 -0.54
O -11.4799 -4.1293 1.9527 -0.1718 -0.0601 0.0260 -0.43
C -10.3646 -4.8174 2.4875 0.1087 -0.0458 0.0007 -0.32
C -9.7223 -4.1255 3.6777 -0.0469 0.1188 0.0045 -1.01
H -10.5140 -3.3763 -0.4822 -0.0115 0.0221 -0.0080 0.28
H -10.0942 -1.7266 0.0069 -0.0185 0.0150 0.0061 0.40
H -9.2221 -3.0963 0.6803 0.0305 0.0791 0.0147 0.22
H -12.1885 -2.4521 1.1101 -0.0455 -0.0848 0.0378 0.34
H -10.9397 -2.1606 2.3035 0.0586 -0.0025 -0.0077 0.32
H -9.6222 -5.0078 1.7048 0.0417 0.0506 0.0188 0.30
H -10.7449 -5.7911 2.7989 -0.0832 0.0195 -0.0394 0.33
H -9.3131 -3.1502 3.4124 0.0659 -0.0364 -0.0215 0.25
H -8.9049 -4.7323 4.0689 -0.0134 -0.0208 -0.0056 0.38
H -10.4558 -3.9729 4.4713 0.0037 -0.0291 0.0045 0.29
```
Forces are in eV/Å.

E_tot = -3770.014840 Ha
Energy above the lowest of the compared OMol25 structures with the same formula, charge and spin = 29.2 kJ/mol
HOMO energy = -4.651 eV
Orbital gap = 0.2467 Ha
Charge = -1